C28H26NO7 | wB97M-V/def2-TZVPD

```
62
Properties=species:S:1:pos:R:3:mulliken_charge:R:1
C -4.87 0.06 4.23 -0.45
C -4.08 1.21 4.06 -0.52
C -2.75 1.09 3.68 -0.46
C -2.15 -0.18 3.42 0.27
C -0.81 -0.20 2.90 -0.94
C 0.17 0.74 3.41 0.20
C 1.60 0.32 3.75 0.30
C 2.57 1.34 3.81 -0.46
C 3.90 1.05 4.09 -0.43
C 4.29 -0.27 4.36 -0.33
C 3.31 -1.26 4.46 -0.62
C 1.98 -0.97 4.15 -0.16
O -0.09 1.94 3.62 -0.80
C -2.95 -1.34 3.71 -0.32
C -4.28 -1.21 4.10 -0.49
H -5.95 0.15 4.35 0.34
H -4.50 2.20 4.20 0.35
H -2.13 1.96 3.57 0.47
H -0.48 -1.04 2.29 0.66
H 2.26 2.38 3.65 0.36
H 4.64 1.86 4.07 0.35
H 5.34 -0.50 4.52 0.37
H 3.59 -2.28 4.75 0.34
H 1.19 -1.73 4.24 0.38
H -2.46 -2.32 3.65 0.34
H -4.88 -2.11 4.30 0.33
C 4.05 -0.95 0.47 -0.88
C 3.59 -0.15 -0.72 -0.29
O 2.19 -0.47 -0.92 -0.24
C 1.60 0.30 -1.85 0.14
C 0.15 -0.03 -1.94 1.09
C -0.55 -0.67 -0.95 -0.83
C -1.73 -1.43 -1.30 0.62
C -1.90 -1.87 -2.65 -0.23
C -3.11 -2.34 -3.12 -0.62
C -4.18 -2.46 -2.22 -0.06
N -5.48 -2.77 -2.73 0.94
O -6.43 -2.85 -1.92 -0.59
O -5.62 -2.94 -3.96 -0.61
C -4.01 -2.18 -0.85 -0.43
C -2.79 -1.69 -0.39 -0.39
C -0.46 0.52 -3.20 -0.09
O -1.53 1.10 -3.26 -0.63
O 0.35 0.37 -4.27 -0.22
C -0.10 1.08 -5.44 -0.20
C 0.95 0.84 -6.49 -1.20
O 2.16 1.16 -2.50 -0.64
H 5.02 -0.56 0.79 0.39
H 3.36 -0.88 1.31 0.07
H 4.16 -2.00 0.20 0.31
H 3.67 0.93 -0.53 0.33
H 4.14 -0.42 -1.62 0.27
H -0.23 -0.57 0.08 0.49
H -1.07 -1.86 -3.36 0.55
H -3.26 -2.60 -4.17 0.44
H -4.85 -2.35 -0.17 0.52
H -2.63 -1.48 0.66 0.34
H -1.07 0.69 -5.76 0.30
H -0.20 2.15 -5.22 0.29
H 0.65 1.33 -7.42 0.40
H 1.91 1.25 -6.18 0.29
H 1.06 -0.23 -6.68 0.28
```

Properties
LUMO level, eV: 0.47
Net charge: -1
E_HOMO, eV: -3.08
Spin multiplicity: 1
Energy above the lowest of the compared OMol25 structures with the same formula, charge and spin, eV: 0.508
Calculated total energy, eV: -45277.9438


C28H27AsAuI2N2OS | wB97M-V/def2-TZVPD

```
63
Properties=species:S:1:pos:R:3:mulliken_charge:R:1
Au -0.14 0.34 -0.71 0.60
I -3.29 -2.09 3.22 0.14
C -2.76 -0.09 3.06 -0.48
C -3.27 0.86 3.92 -0.28
C -2.87 2.19 3.81 -0.12
I -3.71 3.56 5.15 0.17
C -1.93 2.61 2.82 1.35
C -1.46 3.93 2.69 -0.86
C -0.55 4.24 1.72 -0.86
C -0.08 3.23 0.88 -0.88
N -0.51 1.98 0.99 0.19
C -1.41 1.65 1.92 0.22
C -1.82 0.24 2.01 0.06
O -1.38 -0.62 1.24 -0.30
H -3.97 0.57 4.68 0.39
H -1.83 4.69 3.36 0.24
H -0.18 5.25 1.61 0.49
H 0.65 3.42 0.10 0.56
S -1.51 -1.97 -4.54 -0.35
C -0.17 -2.92 -3.97 0.84
C 0.35 -4.10 -4.49 -0.73
C 1.43 -4.68 -3.85 -0.49
C 1.98 -4.09 -2.71 -0.84
C 1.47 -2.92 -2.19 0.75
C 0.38 -2.33 -2.82 -1.36
N -0.27 -1.17 -2.44 0.05
C -1.25 -0.86 -3.23 1.12
C -2.05 0.33 -3.00 0.41
C -3.13 0.68 -3.82 -0.95
C -3.87 1.81 -3.54 -0.77
C -3.54 2.59 -2.45 -0.90
C -2.47 2.25 -1.63 -0.16
C -1.71 1.12 -1.90 0.02
H -0.07 -4.55 -5.38 0.42
H 1.85 -5.59 -4.23 0.39
H 2.83 -4.56 -2.23 0.43
H 1.87 -2.44 -1.31 0.13
H -3.38 0.05 -4.67 0.39
H -4.70 2.08 -4.17 0.40
H -4.12 3.48 -2.22 0.43
H -2.23 2.89 -0.78 0.34
C 1.00 -3.07 1.43 -1.14
C 1.63 -1.84 2.09 -0.72
As 1.84 -0.30 0.89 0.75
C 2.60 1.01 2.16 -1.01
C 1.78 1.37 3.39 -0.89
C 3.54 -0.71 -0.03 -0.66
C 3.78 0.24 -1.19 -1.16
H 0.77 -3.82 2.18 0.40
H 1.67 -3.52 0.70 0.30
H 0.06 -2.79 0.94 0.23
H 2.62 -2.07 2.50 0.56
H 1.00 -1.50 2.92 0.33
H 2.85 1.90 1.59 0.48
H 3.54 0.55 2.48 0.53
H 0.93 2.02 3.15 0.11
H 2.40 1.91 4.11 0.45
H 1.39 0.48 3.90 0.24
H 3.53 -1.75 -0.37 0.54
H 4.33 -0.62 0.72 0.57
H 3.00 0.15 -1.95 0.19
H 4.74 0.03 -1.67 0.42
H 3.81 1.28 -0.85 0.32
```

Properties
LUMO level (spin up / spin down), eV: -3.38 / -5.33
<S²>: 2.043
Net charge: +1
E_HOMO (spin up / spin down), eV: -10.05 / -10.81
Spin multiplicity: 3
Calculated total energy, eV: -126062.8738


- Look up the net charge of the first one.
  -1


- Number 2 is which compound?
  C28H27AsAuI2N2OS